Arrangement one

The following is a quantum chemistry calculation of C2H2FN in the gas phase, from the OMol25 dataset.

Last columns: bonded neighbours and bond lengths (Å).
Positions of all 6 atoms, in Å:
1 C -0.73 -0.77 -2.59  N3 1.266, F4 1.296
2 C -0.01 -0.05 -0.26  N3 1.292, H5 1.170, H6 1.156
3 N -0.38 -0.29 -1.48  C1 1.266, C2 1.292
4 F -0.32 -0.27 -3.72  C1 1.296
5 H 0.96 -0.51 0.20  C2 1.170
6 H -0.47 0.90 0.21  C2 1.156

HOMO level   -8.70 eV

Arrangement two

The following is a quantum chemistry calculation of C2H2FN in the gas phase, from the OMol25 dataset.

Last columns: bonded neighbours and bond lengths (Å).
Positions of all 6 atoms, in Å:
1 C 1.20 -0.45 0.03  C2 1.709, H5 1.164, H6 1.066
2 C -0.35 0.26 0.17  C1 1.709, N3 1.387
3 N -1.53 0.98 0.24  C2 1.387, F4 1.406
4 F -2.56 0.32 -0.45  N3 1.406
5 H 1.69 -1.04 0.91  C1 1.164
6 H 1.55 -0.06 -0.90  C1 1.066

SMILES string   C=C=NF
HOMO level (spin up / spin down)   -9.75 / -10.03 eV

Ordering by calculated energy gives the sequence arrangement one, arrangement two, with the first entry being the most stable.